Entry 1:
Here is a cluster of 13 separate species, C27H72O31S7 in total at a distorted geometry from OMol25. Energies are from ωB97M-V/def2-TZVPD.

Computed properties:
- Total charge: 0
- HOMO: -0.3785 Ha
- LUMO: -0.49 eV

Cartesian coordinates (Å):
S -23.377 -1.823 -40.532
S -18.332 0.038 -41.430
S -12.975 -10.091 -37.765
S -18.673 -3.005 -36.598
S -21.870 0.377 -34.905
S -19.422 -5.951 -30.578
S -24.279 -8.780 -39.680
O -13.646 -3.567 -38.083
O -19.098 -9.693 -41.580
O -25.192 -8.062 -40.524
O -17.333 0.875 -42.058
O -13.846 -5.491 -36.267
O -18.769 -1.089 -42.554
O -17.519 -10.262 -36.910
O -18.038 -0.659 -40.201
O -22.704 -1.327 -41.747
O -22.793 1.759 -34.541
O -23.422 -7.644 -38.811
O -20.792 0.285 -33.968
O -20.248 -5.858 -29.346
O -18.959 -7.301 -31.007
O -17.520 -2.134 -36.903
O -19.150 -10.016 -38.584
O -19.509 -2.180 -32.686
O -17.841 -10.459 -43.179
O -18.244 -4.636 -36.986
O -12.460 -10.842 -36.568
O -19.352 -3.111 -35.288
O -23.253 -9.702 -40.139
O -12.034 -9.420 -38.732
O -19.662 -9.721 -36.479
O -21.666 0.191 -36.337
O -16.583 -2.379 -34.282
O -19.289 -11.875 -42.234
O -23.851 -0.481 -39.721
O -20.310 -5.301 -31.817
O -22.643 -2.696 -39.622
O -13.988 -11.060 -38.700
C -23.597 1.449 -38.508
C -23.758 3.302 -33.007
C -20.859 -9.382 -37.166
C -24.154 -6.538 -38.166
C -20.277 -5.861 -33.094
C -22.958 0.587 -39.578
C -20.191 -9.054 -38.539
C -20.001 -2.704 -37.859
C -20.115 -2.910 -43.240
C -19.969 0.869 -41.322
C -21.374 -6.849 -33.148
C -15.031 -11.591 -40.723
C -22.943 2.089 -33.174
C -17.050 -6.380 -38.297
C -14.918 -10.485 -39.644
C -25.000 -2.537 -40.897
C -18.816 -10.765 -42.301
C -23.160 -5.578 -37.562
C -18.114 -4.580 -30.620
C -23.184 -0.901 -34.395
C -18.235 -8.656 -41.985
C -17.555 -9.111 -43.201
C -14.072 -8.687 -37.202
C -18.696 -10.119 -37.338
C -25.250 -9.556 -38.297
C -17.482 -4.898 -38.135
C -19.247 -2.389 -42.145
H -12.948 -2.914 -38.033
H -23.257 4.152 -33.471
H -22.850 2.035 -37.972
H -18.387 -3.057 -42.088
H -17.926 -4.542 -39.064
H -13.863 -5.114 -37.147
H -17.848 -4.472 -31.671
H -18.956 -1.458 -32.986
H -13.619 -8.109 -36.397
H -23.998 3.489 -31.960
H -21.464 -10.288 -37.154
H -22.636 -5.974 -36.692
H -24.852 -6.941 -37.432
H -22.424 -5.154 -38.244
H -19.893 -8.007 -38.575
H -20.819 0.201 -41.463
H -14.487 -9.608 -40.126
H -17.553 -8.371 -41.183
H -15.027 -9.108 -36.888
H -21.267 -8.440 -36.798
H -20.410 -5.120 -33.883
H -25.443 -2.999 -40.015
H -21.960 2.490 -32.925
H -17.916 -7.041 -38.309
H -16.621 -4.254 -37.951
H -22.983 1.273 -32.453
H -24.039 0.788 -37.763
H -21.979 0.273 -39.216
H -25.935 -8.807 -37.903
H -25.790 -10.399 -38.729
H -18.790 -7.772 -42.299
H -20.978 -2.252 -43.340
H -21.448 -7.322 -34.128
H -18.637 -3.689 -30.272
H -21.132 -7.711 -32.526
H -17.259 -4.735 -29.962
H -14.202 -8.006 -38.043
H -22.331 -6.497 -32.764
H -16.347 -6.657 -37.512
H -15.444 -12.470 -40.229
H -20.455 -1.742 -37.618
H -19.405 -2.856 -33.355
H -24.209 2.217 -38.982
H -19.516 -2.895 -44.151
H -25.599 -1.836 -41.478
H -16.590 -6.490 -39.279
H -14.432 -3.062 -38.292
H -20.934 -9.094 -39.335
H -24.533 -10.011 -37.614
H -24.122 -0.614 -34.869
H -19.306 -6.315 -33.291
H -23.264 -0.905 -33.308
H -20.065 1.209 -40.291
H -23.012 -1.937 -34.686
H -14.042 -11.855 -41.097
H -17.032 -1.706 -33.770
H -16.531 -2.014 -35.165
H -16.498 -8.864 -43.109
H -24.629 -3.295 -41.588
H -15.608 -11.299 -41.600
H -14.349 -4.875 -35.733
H -19.745 -2.400 -41.176
H -17.945 -8.546 -44.048
H -22.844 1.031 -40.567
H -19.967 1.705 -42.022
H -24.708 -5.999 -38.934
H -23.649 -4.733 -37.078
H -19.605 -2.833 -38.867
H -20.558 -3.895 -43.095
H -20.704 -3.536 -37.839
H -24.664 3.196 -33.604
H -15.865 -10.255 -39.157


Entry 2:
Here is a cluster of 10 separate species, C19H46F27N5O7P4 in total at a distorted geometry from OMol25. Energies are from ωB97M-V/def2-TZVPD.

Computed properties:
- Total charge: 0
- HOMO: -0.1736 Ha
- LUMO: -2.19 eV

Cartesian coordinates (Å):
P -14.747 20.117 -18.931
P -18.528 15.690 -19.169
P -13.597 17.515 -24.023
P -10.473 16.736 -16.314
F -9.213 15.845 -15.830
F -14.349 18.098 -22.707
F -9.935 16.585 -17.864
F -12.807 16.906 -25.271
F -19.495 14.455 -19.447
F -17.554 17.004 -18.879
F -14.234 18.693 -24.914
F -21.495 21.214 -18.434
F -11.685 17.704 -16.819
F -19.348 21.343 -18.243
F -14.833 16.552 -24.334
F -13.933 18.805 -18.290
F -15.535 21.329 -19.603
F -18.886 16.343 -20.614
F -20.613 22.536 -16.929
F -11.355 15.412 -16.663
F -13.341 20.869 -19.117
F -17.283 14.892 -19.840
F -12.890 16.398 -23.047
F -11.055 16.850 -14.828
F -14.589 19.329 -20.387
F -9.436 17.995 -16.136
F -16.124 19.253 -18.862
F -18.045 15.086 -17.722
F -12.285 18.475 -23.724
F -19.716 16.472 -18.470
F -14.929 20.483 -17.367
O -15.056 21.576 -25.200
O -13.429 16.508 -19.388
O -19.437 20.416 -15.570
O -9.828 21.413 -14.855
O -21.632 20.146 -15.788
O -17.541 20.958 -23.289
O -16.596 16.869 -14.862
N -12.231 17.961 -20.763
N -11.381 23.077 -15.153
N -15.567 16.808 -16.938
N -14.201 22.854 -23.522
N -18.356 19.051 -22.341
C -17.865 19.430 -20.987
C -20.535 20.171 -16.454
C -12.448 16.639 -20.031
C -11.780 20.695 -16.009
C -15.621 17.116 -15.471
C -14.806 22.292 -22.268
C -12.160 23.310 -13.864
C -18.161 19.866 -15.921
C -14.410 17.790 -14.899
C -20.542 21.324 -17.499
C -11.163 18.803 -20.180
C -11.360 15.657 -20.172
C -17.653 19.804 -23.425
C -10.886 21.656 -15.308
C -15.335 15.353 -17.089
C -17.240 19.073 -24.658
C -17.244 20.327 -14.791
C -15.036 22.634 -24.763
C -15.732 23.798 -25.347
H -11.787 14.815 -20.741
H -11.238 15.218 -19.184
H -20.471 19.244 -17.061
H -16.553 19.711 -25.197
H -11.865 23.500 -15.950
H -12.138 17.722 -21.759
H -12.647 21.270 -16.345
H -12.953 22.572 -13.833
H -17.862 20.250 -16.898
H -16.059 14.812 -16.492
H -18.221 18.769 -15.889
H -10.225 18.385 -20.527
H -15.930 23.636 -26.404
H -16.666 23.954 -24.798
H -10.445 15.882 -20.704
H -18.119 18.850 -25.266
H -10.506 23.608 -15.029
H -15.241 24.777 -25.379
H -15.665 22.823 -21.872
H -16.781 19.509 -21.002
H -14.458 17.607 -13.829
H -14.315 15.063 -16.850
H -14.946 17.485 -17.401
H -13.804 23.803 -23.472
H -11.245 18.837 -19.102
H -16.498 16.909 -17.412
H -14.580 18.854 -15.082
H -17.248 21.404 -14.644
H -12.547 24.318 -13.961
H -16.228 20.103 -15.184
H -13.307 22.346 -23.646
H -13.471 17.392 -15.279
H -18.243 18.042 -22.504
H -11.307 19.788 -20.613
H -16.700 18.178 -24.336
H -11.958 19.810 -15.403
H -13.158 18.409 -20.620
H -18.309 20.321 -20.569
H -11.468 23.233 -13.036
H -11.351 20.309 -16.935
H -15.549 15.031 -18.104
H -17.312 19.738 -13.881
H -19.346 19.318 -22.439
H -18.057 18.635 -20.281
H -15.136 21.276 -22.461
H -13.995 22.278 -21.545


Entry 3:
Here is a structure of composition C6H19N6O4Tl at a distorted geometry from OMol25. Energies are from ωB97M-V/def2-TZVPD.

Computed properties:
- Total charge: +2
- HOMO: -0.5659 Ha
- LUMO: -11.94 eV

Cartesian coordinates (Å):
Tl -1.664 -0.012 -1.228
O -2.085 -1.029 1.431
O -1.094 2.740 -1.576
O 0.615 0.613 0.513
O 0.500 -1.363 -2.443
N -4.189 -1.713 1.980
N 0.033 4.396 -2.643
N -1.754 4.899 -1.268
N -2.565 -1.673 3.588
N 1.427 -3.366 -1.997
N 2.583 -1.900 -3.305
C 0.983 -0.457 2.549
C 2.907 0.066 0.825
C -2.888 -1.442 2.298
C 1.477 -2.123 -2.569
C -0.976 3.953 -1.841
C 1.413 -0.259 1.053
H 1.384 0.387 3.117
H -1.663 5.849 -1.577
H -0.093 -0.563 2.621
H -1.652 -1.589 3.988
H 1.575 -1.264 2.986
H -2.612 4.516 -0.907
H 3.582 -0.653 1.283
H -3.347 -1.958 4.144
H 2.680 -0.936 -3.587
H 3.184 0.132 -0.230
H 1.337 -1.268 0.565
H 0.598 3.615 -2.931
H 3.123 1.074 1.188
H 0.261 5.364 -2.752
H 2.155 -4.045 -2.124
H -4.766 -2.154 2.667
H -4.437 -1.661 1.010
H 0.672 -3.590 -1.376
H 3.295 -2.585 -3.453


Entry 4:
Here is a structure of composition C5H5FHoO4 at a distorted geometry from OMol25. Energies are from ωB97M-V/def2-TZVPD.

Computed properties:
- Total charge: +2
- HOMO (alpha / beta): -0.5722 / -0.7044 Ha
- Spin multiplicity: 6
- LUMO (alpha / beta): -11.54 / -11.30 eV

Cartesian coordinates (Å):
Ho 1.842 -0.945 -1.554
F -1.385 1.932 -2.240
O -2.236 0.122 -1.216
O -2.012 1.178 0.704
O -0.053 0.214 -1.911
O -3.821 -0.117 0.362
C -0.857 1.435 0.022
C 2.005 -1.899 1.064
C 2.206 -0.577 1.204
C -2.794 0.346 -0.032
C -1.009 0.899 -1.372
H 3.215 -0.153 1.238
H 2.846 -2.594 0.979
H 1.344 0.165 1.362
H -0.287 2.315 0.310
H 0.996 -2.321 1.077


Entry 5:
Here is a cluster of 2 separate species, CH6O2Si in total at a distorted geometry from OMol25. Energies are from ωB97M-V/def2-TZVPD.

Computed properties:
- Total charge: 0
- HOMO (alpha / beta): -0.3164 / -0.2642 Ha
- LUMO (alpha / beta): 0.12 / 0.26 eV

Cartesian coordinates (Å):
Si -1.086 0.448 -0.084
O -2.454 -0.341 0.203
O -0.889 0.447 -1.708
C 2.021 -0.558 0.883
H 2.611 0.242 0.485
H 2.081 -1.506 0.385
H -1.110 1.769 0.503
H 1.893 -0.582 1.947
H -0.057 0.710 -2.091
H -3.010 -0.629 -0.523


Entry 6:
Here is a cluster of 2 separate species, C4H11BN2 in total at a distorted geometry from OMol25. Energies are from ωB97M-V/def2-TZVPD.

Computed properties:
- Total charge: 0
- HOMO: -0.3186 Ha
- LUMO: -1.42 eV

Cartesian coordinates (Å):
N -1.034 0.888 0.049
N 3.871 -1.351 -1.139
C -0.924 1.700 -1.159
C -1.064 -0.414 0.000
C -1.120 1.615 1.312
C 2.919 -1.769 -0.602
B 1.675 -2.370 0.129
H -2.107 1.482 1.769
H 1.394 -3.439 -0.399
H -0.798 2.741 -0.856
H -0.367 1.269 2.026
H -1.205 -0.984 0.918
H 0.691 -1.599 0.044
H -1.826 1.604 -1.774
H -0.065 1.398 -1.766
H 1.954 -2.528 1.311
H -0.955 2.674 1.104
H -1.039 -0.918 -0.965


Entry 7:
Here is a cluster of 8 separate species, C28H84BF4N7O7 in total at a distorted geometry from OMol25. Energies are from ωB97M-V/def2-TZVPD.

Computed properties:
- Total charge: +6
- HOMO: -0.7929 Ha
- LUMO: -12.81 eV

Cartesian coordinates (Å):
F 2.090 0.058 0.069
F 0.310 -0.448 -1.308
F 0.052 -0.674 0.954
F 0.254 1.444 0.106
O 2.051 -5.435 1.023
O -4.731 0.503 3.064
O -4.368 -0.846 -0.972
O 3.131 2.022 5.496
O -0.961 4.046 -2.036
O 7.395 -0.338 -1.883
O 1.746 -0.809 -5.854
N 5.797 0.480 0.219
N 0.312 1.421 -6.376
N 1.103 4.260 -0.388
N 1.357 -3.096 0.038
N 1.350 1.599 3.407
N -4.997 -1.373 4.941
N -6.964 -2.418 -0.715
C -3.856 -2.351 2.946
C -0.827 -4.048 -0.821
C -4.757 1.824 2.519
C 5.319 0.663 -1.210
C -6.717 -1.103 -1.408
C -1.118 5.058 -1.068
C -5.645 -0.260 -0.739
C 1.034 -5.511 0.043
C 6.021 -0.414 -2.076
C -0.209 4.789 0.104
C -3.271 -0.034 -0.501
C 7.981 -1.493 -1.260
C 2.602 -0.478 4.026
C 5.805 2.022 -1.692
C -3.504 0.070 3.600
C 1.058 -0.272 -4.762
C 2.900 -6.582 1.060
C 1.590 0.568 4.487
C -1.125 -0.575 -6.085
C -1.858 4.181 -3.125
C -8.055 -0.397 -1.538
C 3.822 2.576 6.627
C 1.998 1.251 5.782
C -0.002 6.034 0.967
C -0.194 0.354 -5.334
C 2.986 -1.395 -5.532
C 0.323 -4.177 0.147
C -3.721 -1.344 4.086
B 0.658 0.080 -0.069
H 2.185 2.192 3.392
H -5.064 2.527 3.297
H -2.144 5.306 -0.791
H 1.168 1.853 6.181
H -6.313 -1.388 -2.381
H -5.760 -1.047 4.339
H -1.643 3.412 -3.863
H -1.881 -0.868 -5.352
H -3.219 0.804 -1.199
H 0.901 6.049 1.572
H 1.255 1.031 2.556
H -4.929 -0.603 5.618
H 6.822 0.457 0.303
H 1.162 1.924 -6.113
H -8.026 0.571 -2.035
H -5.769 -0.225 0.358
H 7.582 -1.686 -0.250
H 1.906 4.328 0.236
H -3.318 0.711 4.480
H 1.655 0.450 -4.183
H 4.238 0.544 -1.153
H 9.046 -1.298 -1.243
H -8.663 -0.978 -2.238
H 5.545 -1.376 -1.840
H 3.560 0.015 3.855
H 0.445 2.046 3.541
H -7.386 -2.256 0.202
H 5.892 2.087 -2.773
H -4.610 -1.985 2.249
H 5.775 -0.179 -3.114
H 1.051 3.258 -0.627
H 0.092 6.873 0.264
H -0.664 -4.530 -1.790
H 0.991 -2.142 0.194
H 3.435 -6.822 0.140
H -8.557 -0.289 -0.576
H -1.716 -0.114 -6.877
H -5.064 -2.249 5.458
H 3.620 -1.547 -6.401
H 1.342 4.678 -1.295
H -3.398 0.247 0.546
H -6.144 -3.025 -0.650
H -0.632 4.031 0.768
H -0.599 -1.444 -6.470
H -0.903 6.325 1.502
H -5.705 0.774 -1.087
H -1.184 -3.020 -0.904
H 0.812 -1.059 -4.035
H -3.951 2.167 1.872
H -0.702 5.969 -1.536
H 2.203 -0.873 3.086
H 0.655 0.115 4.827
H -2.405 -0.677 -0.636
H 5.406 1.239 0.775
H 5.470 -0.396 0.632
H 2.725 -1.224 4.804
H 1.456 -5.668 -0.963
H 5.264 2.878 -1.284
H 4.207 3.550 6.318
H -5.651 1.842 1.888
H 1.790 -3.124 -0.885
H 7.724 -2.408 -1.797
H -2.964 -1.662 4.802
H 1.992 -3.340 0.809
H -0.031 -4.173 1.180
H -2.898 4.027 -2.819
H 0.401 -6.388 0.206
H -7.652 -2.986 -1.226
H -1.696 -4.640 -0.519
H 4.626 1.948 6.997
H 2.379 -7.458 1.452
H -0.362 2.115 -6.698
H 6.840 2.163 -1.362
H 0.602 0.792 -7.136
H 3.656 -6.373 1.819
H -0.632 1.012 -4.583
H 3.099 2.914 7.375
H 2.832 -2.398 -5.112
H -2.880 -2.493 2.491
H -2.659 0.206 2.919
H -4.211 -3.299 3.356
H 3.561 -0.829 -4.789
H -1.794 5.174 -3.577
H 2.247 0.505 6.545


Entry 8:
Here is a cluster of 2 separate species, C5H11NOS in total at a distorted geometry from OMol25. Energies are from ωB97M-V/def2-TZVPD.

Computed properties:
- Total charge: 0
- HOMO: -0.2798 Ha
- LUMO: -2.44 eV

Cartesian coordinates (Å):
S 2.673 0.524 -0.487
O -1.464 1.722 -0.417
N -1.024 -0.251 0.651
C -1.682 0.484 -0.396
C 0.340 0.286 0.874
C 0.887 0.434 -0.613
C 1.339 -0.388 1.866
C -2.490 -0.374 -1.147
H -0.860 -1.173 0.199
H -3.041 0.061 -1.928
H 0.520 1.339 -1.137
H 0.674 -0.664 2.662
H -0.038 -1.318 -1.216
H 1.727 -1.276 1.387
H 2.109 0.398 2.095
H -2.833 -1.304 -0.615
H 2.902 0.746 -1.782
H 0.283 -0.480 -1.075
H -0.024 1.233 1.079